The following is a DFT calculation (the ωB97M-V functional and the def2-TZVPD basis) of a molecular structure, C6H14ClOV2 at a distorted geometry.

```
24
Properties=species:S:1:pos:R:3
V -2.925 -0.107 -2.465
Cl -2.128 2.011 -2.136
C -2.978 -1.367 -0.873
C -1.836 -1.217 -3.917
H -3.473 -2.126 -1.470
H -2.443 -1.846 -0.083
H -3.761 -0.747 -0.445
H -2.513 -2.080 -3.858
H -0.834 -1.559 -4.159
H -2.210 -0.562 -4.713
V 1.227 -0.791 0.314
C 2.252 0.897 1.069
C 1.920 -0.931 -1.547
H 3.303 0.635 0.822
H 1.899 1.775 0.490
H 2.108 1.075 2.145
H 1.113 -0.052 -1.819
H 0.983 -1.519 -1.944
C -1.054 0.308 2.130
C -0.562 -1.058 1.720
O -0.894 -2.218 1.978
H -1.338 0.894 1.236
H -0.295 0.831 2.751
H -1.960 0.208 2.738
```

Computed properties:
Highest occupied orbital energy (alpha / beta)   -0.334 / -0.309 eV
Energy above the lowest of the compared OMol25 structures with the same formula, charge and spin   20.44 kcal per mole
LUMO level (alpha / beta)   5.40 / 5.24 eV
<S²>   9.2140
Total charge   -2
Multiplicity   6

---

The following is a DFT calculation (the ωB97M-V functional and the def2-TZVPD basis) of C6H14I2Si in the gas phase at a distorted geometry.

```
23
Properties=species:S:1:pos:R:3
C -0.292 1.318 2.601
C 0.160 0.239 1.625
C 1.675 0.066 1.679
Si -0.378 0.650 -0.155
I 0.523 2.883 -0.750
I -3.098 0.896 -0.099
C 0.057 -0.565 -1.554
C -0.504 -0.098 -2.891
C -0.416 -1.980 -1.234
H 0.130 2.286 2.336
H -1.376 1.408 2.615
H 0.041 1.075 3.609
H -0.310 -0.703 1.922
H 1.996 -0.110 2.706
H 2.183 0.964 1.327
H 2.002 -0.777 1.073
H 1.150 -0.580 -1.632
H -0.221 -0.790 -3.682
H -1.591 -0.052 -2.859
H -0.127 0.887 -3.157
H -1.502 -2.025 -1.196
H -0.023 -2.324 -0.279
H -0.078 -2.669 -2.005
```

Computed properties:
SMILES   CC(C)[Si](I)(I)C(C)C
Highest occupied orbital energy   -9.253 eV
Energy above the lowest of the compared OMol25 structures with the same formula, charge and spin   0.00 kcal per mole
LUMO level   0.08 eV

---

The following is a DFT calculation (the ωB97M-V functional and the def2-TZVPD basis) of C6H14N2 in the gas phase at a distorted geometry.

```
22
Properties=species:S:1:pos:R:3
N -0.030 2.220 -2.559
C 0.707 1.436 -1.588
C -0.108 0.265 -1.081
N 0.640 -0.424 -0.024
C 0.195 -1.808 0.206
C -0.856 -1.750 1.326
C -0.519 -0.478 2.127
C 0.581 0.202 1.293
H 0.325 3.150 -2.679
H -1.024 2.088 -2.501
H 1.569 0.952 -2.040
H 1.084 2.017 -0.742
H -1.072 0.659 -0.706
H -0.165 -0.448 -1.895
H -0.233 -2.163 -0.736
H 1.038 -2.422 0.517
H -1.826 -1.624 0.859
H -0.835 -2.655 1.935
H -0.115 -0.641 3.115
H -1.437 0.106 2.223
H 0.520 1.288 1.205
H 1.561 0.027 1.747
```

Computed properties:
SMILES   NCCN1CCCC1
Highest occupied orbital energy   -8.419 eV
Energy above the lowest of the compared OMol25 structures with the same formula, charge and spin   21.08 kcal per mole
LUMO level   1.09 eV

---

The following is a DFT calculation (the ωB97M-V functional and the def2-TZVPD basis) of C6H14N2 in the gas phase at a distorted geometry.

```
22
Properties=species:S:1:pos:R:3
C -1.948 0.119 -1.504
C -1.278 -0.148 -0.363
C -0.223 0.861 0.037
C 1.237 0.668 -0.392
C 2.017 1.961 -0.254
N 1.928 -0.475 0.236
N -1.557 -1.220 0.437
C -0.780 -1.827 1.512
H -2.559 -0.651 -1.968
H -1.736 0.977 -2.118
H -0.292 1.142 1.097
H -0.429 1.783 -0.512
H 1.180 0.399 -1.455
H 2.969 1.877 -0.785
H 1.504 2.756 -0.813
H 2.160 2.343 0.754
H 2.123 -0.285 1.208
H 2.812 -0.587 -0.253
H -2.247 -1.853 0.052
H -0.425 -2.831 1.285
H -1.462 -1.903 2.362
H 0.025 -1.174 1.789
```

Computed properties:
SMILES   C=C(C[C@@H](C)N)NC
Highest occupied orbital energy   -7.439 eV
Energy above the lowest of the compared OMol25 structures with the same formula, charge and spin   27.05 kcal per mole
LUMO level   1.03 eV

---

The following is a DFT calculation (the ωB97M-V functional and the def2-TZVPD basis) of C6H14N2 in the gas phase at a distorted geometry.

```
22
Properties=species:S:1:pos:R:3
C -1.294 -2.371 -0.815
C -0.085 -2.011 -1.274
C 0.197 -0.778 -2.018
C 1.295 0.132 -1.337
N 0.928 1.199 -0.453
C 0.706 0.993 0.986
C -0.582 1.561 1.562
N -0.936 0.924 2.856
H -1.438 -3.209 -0.127
H -2.174 -2.016 -1.353
H 0.714 -2.759 -1.211
H 0.398 -0.929 -3.111
H -0.680 -0.071 -1.885
H 1.888 -0.544 -0.698
H 2.056 0.495 -2.030
H 0.160 1.769 -0.804
H 0.753 -0.050 1.321
H 1.586 1.349 1.555
H -1.501 1.513 0.920
H -0.466 2.650 1.622
H -1.113 1.660 3.524
H -1.766 0.403 2.617
```

Computed properties:
SMILES   C=CCCNCCN
Highest occupied orbital energy   -8.335 eV
Energy above the lowest of the compared OMol25 structures with the same formula, charge and spin   57.49 kcal per mole
LUMO level   1.03 eV

---

The following is a DFT calculation (the ωB97M-V functional and the def2-TZVPD basis) of 2 unconnected molecules or ions with the total composition C6H14N2O at a distorted geometry.

```
23
Properties=species:S:1:pos:R:3
C -0.511 -1.350 1.296
C -1.350 -0.505 0.700
C -2.771 -0.367 1.169
O -1.035 0.027 -0.550
C -2.002 0.543 -1.430
H -0.801 -1.893 2.175
H 0.519 -1.451 1.009
H -2.984 -1.069 1.968
H -2.993 0.652 1.483
H -3.503 -0.605 0.398
H -1.478 1.188 -2.136
H -2.531 -0.268 -1.940
H -2.777 1.173 -0.985
C 2.134 -0.624 -1.158
C 2.347 0.336 -0.238
N 3.546 0.404 0.494
N 1.615 1.527 -0.180
H 1.234 -0.670 -1.741
H 2.832 -1.427 -1.309
H 3.966 1.324 0.473
H 4.222 -0.294 0.219
H 1.670 1.967 0.730
H 0.651 1.382 -0.448
```

Computed properties:
SMILES   C=C(C)OC.C=C(N)N
Highest occupied orbital energy   -7.529 eV
Energy above the lowest of the compared OMol25 structures with the same formula, charge and spin   61.83 kcal per mole
LUMO level   0.88 eV

---

| no. | molar mass (g/mol) |
| --- | --- |
| 1 | 239.5 |
| 2 | 368.1 |
| 3 | 114.2 |
| 4 | 114.2 |
| 5 | 114.2 |
| 6 | 130.2 |